# C16H27AlBrCl3CsF4KMgO10

A structure of composition C16H27AlBrCl3CsF4KMgO10 in a non-equilibrium geometry (ωB97M-V/def2-TZVPD, the OMol25 dataset).

Structure (ORCA input):
```
! wB97M-V def2-TZVPD RIJCOSX def2/J DEFGRID3
* xyz 0 1
C -3.591 0.508 1.405
C -4.569 0.408 0.081
C -4.249 -0.857 -0.912
C -2.752 -0.836 -1.596
C -2.486 -2.375 -2.197
C -1.742 -3.323 -1.095
C -0.115 -3.375 -1.159
C 0.585 -2.489 -2.329
C 0.618 -0.870 -2.090
C 0.867 -0.023 -0.892
C 1.095 -0.572 0.636
C 1.442 0.597 1.739
O 2.870 0.521 2.092
C 3.744 0.713 0.924
C 4.529 -0.524 0.135
O 3.979 1.951 0.452
C 0.861 1.481 -1.543
O 1.474 2.615 -1.180
O -0.057 1.446 -2.718
C 0.208 0.118 -3.345
O 0.087 -0.289 -4.612
H -3.411 1.654 1.653
H -4.156 0.035 2.335
H -2.582 -0.075 1.280
H -4.597 1.445 -0.461
H -5.671 0.236 0.507
H -5.027 -0.802 -1.815
H -4.446 -1.872 -0.319
H -1.960 -0.695 -0.719
H -2.617 -0.003 -2.429
H -2.019 -2.373 -3.269
H -3.585 -2.822 -2.331
H -2.029 -2.890 -0.021
H -2.228 -4.410 -1.119
H 0.303 -3.155 -0.065
H 0.183 -4.513 -1.366
H 0.185 -2.754 -3.420
H 1.742 -2.826 -2.362
H 0.074 -1.148 0.915
H 1.924 -1.414 0.597
H 1.074 1.654 1.397
H 0.836 0.324 2.729
H 5.691 -0.299 0.258
H 4.296 -0.528 -1.015
H 4.320 -1.564 0.650
K -0.151 -0.493 3.579
O -0.950 4.714 -0.876
Cl -2.018 3.768 -0.614
O -1.546 2.749 0.303
O -2.428 3.146 -1.858
O -3.146 4.464 -0.026
O 5.927 4.309 1.044
H 6.041 4.526 2.004
H 5.088 3.807 0.884
H 6.714 3.825 0.686
Br 1.385 -1.773 -5.484
Cl 1.341 -3.083 -7.659
Cs 1.100 -1.091 -9.057
Mg 2.817 2.585 3.010
F -1.446 -0.880 9.181
Al 0.266 -0.492 8.775
F 0.435 -0.320 6.990
F 1.336 -1.820 9.354
F 0.737 1.051 9.574
Cl -0.594 4.980 -3.216
*
```

Output
E_tot: -184876.96279 eV
HOMO: -5.66 eV

Just the Löwdin charges please, in e? Sure, here they are: number 1, C, carries -0.145; number 2, C, carries -0.233; number 3, C, carries -0.223; number 4, C, carries -0.185; number 5, C, carries -0.199; number 6, C, carries -0.208; number 7, C, carries -0.204; number 8, C, carries -0.181; number 9, C, carries -0.021; number 10, C, carries -0.011; number 11, C, carries -0.087; number 12, C, carries -0.283; number 13, O, carries -0.333; number 14, C, carries -0.297; number 15, C, carries 0.002; number 16, O, carries -0.116; number 17, C, carries -0.184; number 18, O, carries 0.017; number 19, O, carries 0.023; number 20, C, carries -0.188; number 21, O, carries -0.328; number 22, H, carries 0.084; number 23, H, carries 0.077; number 24, H, carries 0.034; number 25, H, carries 0.116; number 26, H, carries 0.115; number 27, H, carries 0.126; number 28, H, carries 0.121; number 29, H, carries 0.084; number 30, H, carries 0.132; number 31, H, carries 0.105; number 32, H, carries 0.113; number 33, H, carries 0.106; number 34, H, carries 0.122; number 35, H, carries 0.093; number 36, H, carries 0.126; number 37, H, carries 0.062; number 38, H, carries 0.130; number 39, H, carries 0.111; number 40, H, carries 0.128; number 41, H, carries 0.123; number 42, H, carries -0.108; number 43, H, carries 0.110; number 44, H, carries 0.117; number 45, H, carries 0.101; number 46, K, carries 0.944; number 47, O, carries -0.534; number 48, Cl, carries 0.619; number 49, O, carries -0.407; number 50, O, carries -0.418; number 51, O, carries -0.347; number 52, O, carries 0.272; number 53, H, carries 0.179; number 54, H, carries 0.121; number 55, H, carries 0.193; number 56, Br, carries 0.441; number 57, Cl, carries -0.624; number 58, Cs, carries 0.891; number 59, Mg, carries 0.690; number 60, F, carries -0.269; number 61, Al, carries 0.134; number 62, F, carries -0.292; number 63, F, carries -0.270; number 64, F, carries -0.268; number 65, Cl, carries 0.001

***

# C4H8N2O

The molecule C4H8N2O in a non-equilibrium geometry (ωB97M-V/def2-TZVPD, the OMol25 dataset).

Structure (ORCA input):
```
! wB97M-V def2-TZVPD RIJCOSX def2/J DEFGRID3
* xyz 0 1
O 2.807 -0.798 -0.105
C 1.630 -0.452 -0.048
N 0.635 -1.406 0.067
C -0.761 -1.051 -0.122
C -1.098 0.302 0.508
C -0.425 1.385 -0.204
N 1.166 0.880 -0.028
H 0.926 -2.323 -0.257
H -1.016 -0.999 -1.193
H -1.379 -1.815 0.347
H -0.854 0.347 1.579
H -2.129 0.691 0.279
H -0.695 2.356 0.269
H -0.788 1.417 -1.258
H 1.979 1.466 0.167
*
```

Output
structure (SMILES): O=C1NCCCN1
E_tot: -9305.03203 eV
HOMO: -9.47 eV

Just the Löwdin charges please, in e? Sure, here they are: number 1, O, carries 0.025; number 2, C, carries -0.583; number 3, N, carries 0.052; number 4, C, carries -0.194; number 5, C, carries -0.246; number 6, C, carries -0.120; number 7, N, carries 0.092; number 8, H, carries 0.141; number 9, H, carries 0.119; number 10, H, carries 0.113; number 11, H, carries 0.127; number 12, H, carries 0.130; number 13, H, carries 0.117; number 14, H, carries 0.113; number 15, H, carries 0.114

***

# C5H14NP

The molecule C5H14NP in a non-equilibrium geometry (ωB97M-V/def2-TZVPD, the OMol25 dataset).

Structure (ORCA input):
```
! wB97M-V def2-TZVPD RIJCOSX def2/J DEFGRID3
* xyz 0 1
C -1.929 -0.976 0.028
C -0.934 1.779 1.056
C -0.988 0.127 -0.701
C 2.210 -0.041 -0.944
C 0.833 -1.844 0.624
N -0.114 0.948 0.176
P 1.289 -0.023 0.608
H -2.093 -1.917 -0.554
H -2.910 -0.479 0.190
H -0.303 2.247 1.843
H -1.428 2.659 0.476
H -1.632 1.099 1.493
H -1.704 0.825 -1.187
H -0.368 -0.322 -1.485
H -1.442 -1.117 1.025
H 3.225 -0.152 -0.643
H 2.057 -0.650 -1.819
H 1.940 1.048 -1.280
H 0.253 -2.259 -0.195
H 1.789 -2.279 0.685
H 0.354 -2.034 1.485
*
```

Output
structure (SMILES): CCN(C)P(C)C
E_tot: -16189.50400 eV
HOMO: -8.41 eV

Just the Löwdin charges please, in e? Sure, here they are: number 1, C, carries -0.103; number 2, C, carries -0.149; number 3, C, carries -0.301; number 4, C, carries -0.337; number 5, C, carries -0.292; number 6, N, carries -0.426; number 7, P, carries 0.868; number 8, H, carries 0.077; number 9, H, carries 0.063; number 10, H, carries 0.076; number 11, H, carries 0.111; number 12, H, carries 0.045; number 13, H, carries 0.101; number 14, H, carries 0.081; number 15, H, carries 0.053; number 16, H, carries 0.002; number 17, H, carries 0.030; number 18, H, carries 0.071; number 19, H, carries 0.041; number 20, H, carries 0.016; number 21, H, carries -0.029